# C24H30ClF4FeN5O3S

A structure of composition C24H30ClF4FeN5O3S in a non-equilibrium geometry (ωB97M-V/def2-TZVPD, the Open Molecules 2025 dataset).

Computed properties:
multiplicity = 5
largest force on an atom = 1.5 eV/A
gap between HOMO and LUMO (alpha / beta) = 7.3 / 7.3 eV
energy relative to the best compared isomer or geometry (same formula, charge and spin) = 0.0 kJ/mol
<S²> = 6.0081
HOMO (alpha / beta) = -7.18 / -7.19 eV

Structure (XYZ):
```
69
Properties=species:S:1:pos:R:3:nbo_charge:R:1
Fe -0.90 -0.42 0.53 1.456
C 2.02 -0.89 1.23 -0.432
N 0.83 -0.46 1.95 -0.500
C 0.77 -1.12 3.25 -0.424
C 0.87 1.00 2.11 -0.224
C -0.38 1.55 2.79 -0.233
N -1.49 0.95 2.11 -0.775
C -2.76 1.20 2.42 0.109
C -3.78 0.61 1.63 0.260
F -3.38 -0.26 0.65 -0.363
C -5.12 0.83 1.81 0.348
F -6.00 0.24 0.98 -0.315
C -5.59 1.66 2.81 -0.416
C -4.63 2.22 3.64 0.366
F -5.04 3.00 4.66 -0.309
C -3.28 2.00 3.48 0.223
F -2.44 2.57 4.37 -0.322
H 2.94 -0.60 1.77 0.176
H 2.04 -0.45 0.24 0.266
H 2.01 -1.98 1.12 0.187
H 1.59 -0.78 3.91 0.201
H 0.88 -2.20 3.11 0.190
H -0.18 -0.92 3.74 0.209
H 0.94 1.41 1.09 0.217
H 1.76 1.32 2.67 0.186
H -0.36 2.64 2.71 0.193
H -0.37 1.31 3.86 0.182
H -6.64 1.85 2.96 0.245
N -1.58 -1.93 1.79 -0.881
C -2.39 -3.01 1.19 -0.228
C -1.66 -3.49 -0.06 -0.219
N -1.47 -2.31 -0.86 -0.879
H -0.76 -2.32 2.24 0.380
H -2.11 -1.42 2.49 0.402
H -3.35 -2.58 0.90 0.211
H -2.58 -3.84 1.87 0.192
H -2.22 -4.29 -0.55 0.192
H -0.68 -3.89 0.22 0.193
H -2.33 -2.03 -1.33 0.368
H -0.73 -2.38 -1.54 0.402
C 3.32 -1.92 -2.47 -0.639
C 4.00 -0.60 -2.74 -0.074
C 5.29 -0.41 -2.25 -0.213
C 6.02 0.72 -2.55 -0.055
Cl 7.62 0.91 -1.90 -0.013
C 5.49 1.70 -3.37 -0.241
C 4.20 1.54 -3.84 -0.172
C 3.44 0.42 -3.52 0.293
O 2.19 0.39 -4.08 -0.506
C 1.08 -0.06 -3.32 -0.170
C 1.05 0.43 -1.85 0.763
O 1.40 1.57 -1.59 -0.674
O 0.61 -0.45 -1.03 -0.873
H 4.04 -2.62 -2.05 0.215
H 2.94 -2.35 -3.39 0.217
H 2.50 -1.82 -1.77 0.232
H 5.74 -1.18 -1.63 0.217
H 6.06 2.58 -3.63 0.226
H 3.74 2.29 -4.47 0.221
H 0.98 -1.15 -3.34 0.170
H 0.21 0.38 -3.81 0.207
S -1.33 3.60 -2.16 0.476
C -2.17 2.35 -2.97 -0.445
C -2.23 1.25 -2.18 -0.056
N -1.63 1.38 -0.95 -0.543
C -1.12 2.57 -0.81 -0.085
H -2.57 2.49 -3.95 0.249
H -2.70 0.31 -2.44 0.207
H -0.60 2.90 0.07 0.234
```


# C27H62NO14P2S4

A cluster of 4 separate species, C27H62NO14P2S4 in total (ωB97M-V/def2-TZVPD, the Open Molecules 2025 dataset).

Computed properties:
multiplicity = 1
largest force on an atom = 0.8 eV/A
gap between HOMO and LUMO = 6.0 eV
charge = +1
HOMO = -10.08 eV

Structure (XYZ):
```
110
Properties=species:S:1:pos:R:3:mulliken_charge:R:1
C -3.90 -3.06 3.93 -1.184
C -4.42 -3.06 2.48 0.552
S -5.89 -4.12 2.38 -0.122
C -6.01 -4.35 0.58 -1.006
C -4.81 -5.04 0.04 -0.760
N -4.41 -6.18 0.50 0.207
C -3.15 -6.68 -0.11 0.331
P -1.85 -6.22 1.17 0.732
O -2.73 -6.58 2.49 -0.549
O -0.75 -7.38 1.06 -0.379
S -1.16 -4.45 1.06 -0.318
P -3.41 -8.52 -0.39 0.916
O -3.63 -9.08 1.10 -0.583
O -1.98 -9.07 -0.80 -0.493
S -4.81 -8.83 -1.62 -0.335
C -3.17 -5.86 -1.41 -1.169
C -1.87 -5.78 -2.23 -0.823
O -1.82 -4.63 -3.04 -0.381
C -1.10 -3.53 -2.50 -0.090
C -3.93 -4.56 -1.07 0.910
S -5.04 -3.99 -2.40 -0.155
H -3.68 -2.05 4.24 0.335
H -4.63 -3.48 4.62 0.347
H -2.99 -3.65 4.00 0.285
H -4.66 -2.06 2.14 0.446
H -3.65 -3.45 1.81 -0.609
H -6.16 -3.40 0.07 0.489
H -6.88 -4.99 0.45 0.356
H -4.94 -6.64 1.24 0.404
H -2.22 -6.93 3.24 0.371
H -0.34 -7.64 1.90 0.372
H -3.54 -8.45 1.83 0.469
H -1.63 -9.75 -0.20 0.343
H -3.89 -6.42 -2.03 0.667
H -0.97 -5.88 -1.60 0.451
H -1.87 -6.63 -2.91 0.310
H -0.10 -3.83 -2.19 0.179
H -1.02 -2.78 -3.28 0.225
H -1.60 -3.08 -1.64 -0.159
H -3.31 -3.74 -0.69 0.125
H -4.30 -4.51 -3.39 0.253
C 3.43 0.66 -6.75 -0.789
O 3.62 0.07 -5.48 -0.343
C 2.73 0.46 -4.46 -0.651
C 1.79 -0.62 -3.94 0.482
O 0.94 -1.28 -4.87 -0.446
C 1.49 -2.05 -5.92 -0.187
C 2.32 -3.27 -5.54 -0.399
O 3.47 -3.02 -4.76 -0.341
C 3.47 -3.53 -3.45 -0.574
H 4.21 1.40 -6.94 0.254
H 3.51 -0.11 -7.51 0.251
H 2.45 1.15 -6.83 0.360
H 2.15 1.34 -4.77 0.367
H 3.33 0.77 -3.59 0.329
H 1.10 -0.11 -3.27 0.028
H 2.33 -1.34 -3.33 -0.029
H 2.02 -1.43 -6.63 0.002
H 0.62 -2.45 -6.44 0.442
H 2.66 -3.70 -6.49 0.390
H 1.68 -4.02 -5.06 0.251
H 2.48 -3.86 -3.13 0.132
H 3.81 -2.75 -2.76 0.268
H 4.17 -4.37 -3.37 0.260
C 1.25 5.57 0.47 -0.716
O 0.29 4.55 0.68 -0.335
C -1.07 4.94 0.59 -0.514
C -1.83 4.35 -0.59 -0.019
O -1.33 4.59 -1.88 -0.476
C -0.08 4.07 -2.27 -0.216
C 0.05 2.56 -2.35 -0.109
O -0.18 1.85 -1.15 -0.357
C -1.32 1.02 -1.13 -0.795
H 1.72 5.83 1.42 0.153
H 2.02 5.18 -0.20 0.243
H 0.81 6.47 0.03 0.396
H -1.16 6.03 0.58 0.360
H -1.58 4.57 1.49 0.372
H -2.81 4.85 -0.58 0.453
H -2.03 3.29 -0.43 -0.154
H 0.73 4.49 -1.67 -0.086
H 0.07 4.43 -3.29 0.431
H 1.10 2.37 -2.63 0.105
H -0.57 2.17 -3.16 0.393
H -1.99 1.22 -1.97 0.396
H -1.87 1.19 -0.20 0.302
H -1.03 -0.04 -1.16 0.147
C 5.18 9.31 6.56 -0.812
O 4.25 8.27 6.84 -0.323
C 2.89 8.58 6.66 -0.480
C 2.17 7.83 5.54 -0.180
O 2.68 7.94 4.23 -0.470
C 3.98 7.44 3.96 -0.234
C 4.27 5.97 4.18 -0.393
O 4.06 5.48 5.48 -0.329
C 3.03 4.53 5.65 -0.743
H 5.59 9.71 7.49 0.249
H 6.00 8.90 5.98 0.245
H 4.72 10.12 5.99 0.390
H 2.75 9.66 6.53 0.372
H 2.36 8.30 7.58 0.337
H 1.18 8.31 5.49 0.413
H 1.99 6.79 5.82 0.028
H 4.72 8.07 4.47 0.022
H 4.13 7.62 2.89 0.459
H 5.34 5.85 3.96 0.362
H 3.73 5.36 3.44 0.280
H 2.38 4.47 4.77 0.324
H 2.42 4.81 6.51 0.245
H 3.45 3.54 5.84 0.247
```


# C30H66N6O18

A cluster of 10 separate species, C30H66N6O18 in total in a non-equilibrium geometry (ωB97M-V/def2-TZVPD, the Open Molecules 2025 dataset).

Computed properties:
multiplicity = 1
largest force on an atom = 4.2 eV/A
gap between HOMO and LUMO = 9.4 eV
SMILES = COC(=O)OC.COC(=O)OC.COC(=O)OC.COC(=O)OC.CN(C)C=O.CN(C)C=O.CN(C)C=O.CN(C)C=O.CN(C)C=O.CN(C)C=O
energy relative to the best compared isomer or geometry (same formula, charge and spin) = 396.1 kJ/mol
HOMO = -8.89 eV

Structure (XYZ):
```
120
Properties=species:S:1:pos:R:3:mulliken_charge:R:1
C 1.28 -1.09 2.34 -0.307
O 2.05 -0.80 3.50 -0.056
C 1.69 0.09 4.35 0.685
O 2.48 0.59 5.11 -0.653
O 0.36 0.29 4.37 -0.138
C -0.02 1.05 5.52 -0.789
H 1.16 -0.12 1.81 0.071
H 0.29 -1.52 2.62 0.410
H 1.94 -1.70 1.76 -0.107
H 0.26 0.62 6.48 0.327
H -1.12 1.09 5.39 0.249
H 0.28 2.08 5.45 0.176
C 0.99 4.54 -5.31 -0.627
O 0.52 3.55 -6.25 -0.368
C -0.36 2.74 -5.67 0.841
O -0.65 2.77 -4.49 -0.536
O -0.77 1.82 -6.58 -0.379
C -1.92 1.06 -6.32 -0.393
H 1.66 5.11 -5.90 0.255
H 1.41 4.08 -4.44 0.228
H 0.28 5.24 -4.95 0.313
H -1.88 0.28 -7.09 0.272
H -2.80 1.75 -6.45 0.197
H -1.95 0.58 -5.28 0.192
C 3.28 -4.68 0.45 -0.659
O 3.43 -4.19 1.80 -0.357
C 2.36 -4.36 2.54 0.994
O 1.29 -4.80 2.14 -0.592
O 2.56 -3.86 3.77 -0.338
C 1.35 -3.87 4.65 -0.516
H 4.22 -4.39 -0.06 0.256
H 2.48 -4.13 -0.17 0.193
H 3.07 -5.74 0.42 0.383
H 1.89 -4.07 5.55 0.256
H 0.71 -4.77 4.47 0.324
H 0.90 -2.88 4.49 0.149
C -1.61 -4.43 1.56 -0.622
O -2.77 -3.62 1.77 -0.015
C -3.08 -3.18 3.03 0.685
O -2.48 -3.48 4.05 -0.645
O -4.17 -2.44 2.87 -0.143
C -4.81 -2.02 4.11 -0.847
H -1.66 -5.31 2.23 0.391
H -0.62 -3.94 1.68 0.091
H -1.74 -4.77 0.53 0.220
H -5.88 -2.23 3.98 0.246
H -4.61 -0.98 4.20 0.287
H -4.55 -2.60 4.96 0.371
C 3.62 1.51 2.08 0.079
O 2.85 1.71 1.16 -0.568
N 4.49 0.46 2.14 0.342
C 5.23 0.17 3.40 -0.918
C 4.52 -0.46 1.08 -0.951
H 3.59 2.09 3.02 0.211
H 4.89 0.81 4.21 0.311
H 6.33 0.24 3.24 0.310
H 4.97 -0.79 3.79 0.280
H 5.58 -0.68 0.80 0.351
H 4.05 -1.44 1.19 0.093
H 3.98 -0.06 0.24 0.395
C -5.09 0.02 -4.02 0.138
O -4.86 -0.36 -5.12 -0.588
N -4.89 1.28 -3.54 0.161
C -5.16 1.77 -2.20 -0.727
C -4.46 2.33 -4.46 -1.128
H -5.59 -0.60 -3.19 0.352
H -5.83 2.59 -2.18 0.372
H -4.25 2.20 -1.74 0.240
H -5.47 0.97 -1.48 0.199
H -3.43 2.70 -4.22 0.196
H -4.62 1.92 -5.46 0.376
H -5.17 3.14 -4.42 0.393
C -0.38 -0.96 -1.16 -0.374
O -0.82 -1.85 -0.49 -0.564
N -0.75 0.33 -1.05 0.494
C 0.11 1.41 -1.52 -0.182
C -1.48 0.73 0.16 -0.828
H 0.38 -1.00 -1.93 0.600
H 0.63 1.79 -0.62 0.278
H -0.50 2.17 -1.98 0.311
H 0.89 0.99 -2.21 -0.342
H -2.19 -0.09 0.35 0.097
H -0.90 0.93 1.07 0.093
H -1.89 1.70 -0.08 0.467
C 3.62 -0.65 -3.66 0.039
O 2.75 -0.66 -2.78 -0.492
N 3.89 0.38 -4.44 0.192
C 5.01 0.46 -5.33 -0.864
C 3.17 1.65 -4.24 -0.774
H 4.17 -1.55 -4.00 0.275
H 5.64 1.26 -4.97 0.328
H 4.66 0.70 -6.33 0.286
H 5.59 -0.50 -5.42 0.300
H 2.15 1.35 -3.94 -0.113
H 3.66 2.24 -3.45 0.326
H 3.13 2.21 -5.14 0.477
C 1.42 4.76 2.46 0.369
O 1.21 5.56 1.61 -0.580
N 2.38 4.93 3.43 0.231
C 2.41 4.19 4.60 -0.477
C 3.21 6.09 3.55 -1.016
H 0.83 3.81 2.52 0.174
H 1.67 3.43 4.68 -0.353
H 2.27 4.84 5.48 0.352
H 3.35 3.63 4.78 0.342
H 3.01 6.72 4.42 0.338
H 4.25 5.85 3.70 0.323
H 3.11 6.72 2.64 0.330
C -6.18 -2.55 -0.29 0.047
O -6.43 -1.35 -0.33 -0.563
N -5.12 -3.15 -0.74 0.451
C -4.04 -2.34 -1.28 -0.286
C -4.92 -4.54 -0.81 -0.924
H -6.94 -3.27 0.13 0.240
H -3.14 -2.60 -0.68 -0.036
H -4.24 -1.29 -1.27 -0.119
H -3.90 -2.63 -2.33 0.312
H -5.66 -4.98 -0.23 0.387
H -5.07 -4.90 -1.81 0.347
H -4.01 -4.88 -0.36 0.187
```


> Which of these has the highest multiplicity?

C24H30ClF4FeN5O3S


> multiplicity of number 3 (C30H66N6O18)?

1


> The lowest largest force on an atom belongs to which entry?

C27H62NO14P2S4